{
  "formula": "C2H5N2Si",
  "method": "ωB97M-V/def2-TZVPD",
  "species": ["C", "C", "N", "N", "Si", "H", "H", "H", "H", "H"],
  "positions_angstrom": [[-0.40346, -1.23208, -0.68832], [0.93674, 0.49210, -1.31428], [0.58061, -0.83273, -1.39225], [0.86812, 1.09467, -0.22335], [-1.02574, -0.36755, 0.96391], [-0.67363, -2.31016, -1.00634], [1.34212, 0.87330, -2.30610], [1.11078, 2.07236, -0.00031], [-1.68052, 0.95255, 1.09144], [-0.84440, -1.38076, 2.00585]],
  "atomic_forces_ev_per_a": [[-0.245, -1.933, -0.526], [1.506, 1.282, -1.384], [-1.300, -0.684, -0.334], [-1.154, 0.107, 2.555], [1.896, 0.683, -2.501], [0.020, 1.535, 1.282], [-0.518, -0.103, 1.360], [0.012, -0.717, -0.893], [-0.182, -0.499, 0.133], [-0.034, 0.330, 0.307]],
  "charge": 1,
  "de_lowest_kj_mol": 223.4,
  "homo_ev": -14.97,
  "multiplicity": 1,
  "e_lumo_ha": -0.233,
  "orbital_gap_ev": 8.626
}

{
  "formula": "C2H5N3",
  "method": "ωB97M-V/def2-TZVPD",
  "species": ["C", "C", "N", "N", "N", "H", "H", "H", "H", "H"],
  "positions_angstrom": [[1.64681, 0.02027, -0.26162], [-0.75414, -1.10569, -0.02597], [2.73469, -0.29357, 0.01320], [-0.00130, 1.49596, 0.12504], [0.44117, 0.40737, -0.54808], [-0.25048, -2.03099, -0.30423], [-0.97094, -0.82075, 0.95775], [-1.49889, -0.71220, -0.66377], [-0.86284, 1.83514, -0.38517], [-0.48407, 1.20446, 1.09285]],
  "atomic_forces_ev_per_a": [[3.129, -0.623, 1.265], [2.757, 2.559, -2.410], [-1.009, 0.131, -0.462], [-3.750, 1.403, 2.570], [-3.480, -3.836, -0.282], [-0.266, 0.250, 0.307], [0.252, -0.125, 1.591], [-0.883, -0.349, -0.837], [1.473, -0.235, 0.443], [1.778, 0.826, -2.185]],
  "charge": 0,
  "de_lowest_kj_mol": 343.9,
  "homo_ev": -9.44,
  "multiplicity": 1,
  "e_lumo_ha": -0.001,
  "orbital_gap_ev": 9.421
}

{
  "formula": "C2H5N3O",
  "method": "ωB97M-V/def2-TZVPD",
  "species": ["C", "C", "H", "H", "H", "H", "H", "N", "N", "N", "O"],
  "positions_angstrom": [[-0.82717, 0.07927, 0.02097], [1.60644, 0.28796, -0.08084], [-2.88609, 0.96029, 0.01056], [-0.92389, 1.13970, 0.16555], [0.41660, -1.38754, -0.33720], [1.46279, 1.41440, -0.32032], [2.86819, -1.20265, 0.54741], [-1.86841, -0.66559, -0.06909], [0.42484, -0.38461, -0.18937], [2.80707, -0.20043, 0.13611], [-3.08037, -0.04079, 0.11622]],
  "atomic_forces_ev_per_a": [[-2.018, 0.333, -0.453], [2.637, 0.595, -0.073], [-0.830, -2.003, 0.345], [0.055, 0.678, 0.256], [0.495, 0.025, 0.173], [0.597, -1.830, 0.495], [-0.718, 1.951, -1.347], [1.462, -0.256, 0.213], [0.024, -1.945, 0.029], [-2.269, -0.089, 0.711], [0.567, 2.541, -0.349]],
  "charge": 0,
  "de_lowest_kj_mol": 342.4,
  "homo_ev": -8.93,
  "multiplicity": 1,
  "e_lumo_ha": 0.027,
  "orbital_gap_ev": 9.649
}

{
  "formula": "C2H5N3O",
  "method": "ωB97M-V/def2-TZVPD",
  "species": ["N", "C", "O", "N", "C", "N", "H", "H", "H", "H", "H"],
  "positions_angstrom": [[-1.74393, -0.38258, 0.34936], [-0.51446, -0.08072, -0.12110], [0.14544, -0.84970, -1.00063], [0.00060, 1.18041, -0.50309], [1.16236, 0.23338, -0.45870], [1.16782, -0.07502, 0.88766], [-1.88528, -1.35888, 0.56867], [-2.14141, 0.25961, 1.01915], [0.10080, 1.81064, 0.29385], [2.01060, 0.35861, -1.13886], [1.61404, -0.98451, 1.03584]],
  "atomic_forces_ev_per_a": [[0.157, -0.028, 0.127], [-0.798, 0.009, -0.156], [-0.069, -0.044, 0.052], [0.002, 0.000, 0.134], [0.627, 0.163, -0.058], [0.226, -0.187, -0.047], [0.026, 0.110, -0.047], [0.061, -0.039, -0.104], [-0.070, -0.062, -0.076], [-0.170, -0.058, 0.157], [0.008, 0.136, 0.018]],
  "charge": 0,
  "de_lowest_kj_mol": 406.1,
  "homo_ev": -8.57,
  "multiplicity": 1,
  "e_lumo_ha": 0.032,
  "orbital_gap_ev": 9.437
}

{
  "formula": "C2H5N3O",
  "method": "ωB97M-V/def2-TZVPD",
  "species": ["C", "C", "H", "H", "H", "H", "H", "N", "N", "N", "O"],
  "positions_angstrom": [[0.77157, 1.09057, -0.11098], [-1.33089, -0.29333, -0.31145], [2.65587, -1.18840, 0.67870], [0.69662, -1.23724, 0.54418], [0.82341, 2.02812, -0.67521], [-0.91041, 1.16598, 1.26606], [-0.91930, -0.86767, -1.29492], [1.80731, -1.06032, 0.14900], [1.71719, 0.20916, -0.30293], [-0.53640, 0.67999, 0.42571], [-2.48838, -0.43574, 0.01416]],
  "atomic_forces_ev_per_a": [[-0.138, -3.336, -0.688], [-0.660, 1.360, 0.283], [-0.297, -0.198, 0.352], [4.493, -0.430, -0.045], [0.162, -0.251, 0.534], [-0.031, -0.840, -1.281], [-0.067, 1.567, 2.386], [-6.186, 0.405, 0.222], [0.960, 3.315, 0.068], [0.947, -1.056, -1.476], [0.818, -0.537, -0.356]],
  "charge": 0,
  "de_lowest_kj_mol": 343.4,
  "homo_ev": -9.13,
  "multiplicity": 1,
  "e_lumo_ha": 0.035,
  "orbital_gap_ev": 10.074
}

{
  "formula": "C2H5N3O",
  "method": "ωB97M-V/def2-TZVPD",
  "species": ["C", "C", "H", "H", "H", "H", "H", "N", "N", "N", "O"],
  "positions_angstrom": [[0.12416, 0.10190, -0.66596], [-0.42426, -0.06734, 0.72686], [-0.34262, 1.22880, -2.38043], [-1.50892, 1.10774, -1.15053], [1.46247, -1.02521, -0.32623], [-0.06408, -0.98363, 2.38422], [1.35419, -0.46136, 1.56425], [-0.56746, 1.06037, -1.41270], [1.23692, -0.39537, -1.05096], [0.36614, -0.78286, 1.51240], [-1.63655, 0.21695, 0.79909]],
  "atomic_forces_ev_per_a": [[1.219, 2.489, -1.685], [-3.822, 0.357, -3.540], [0.176, -0.399, 0.164], [-1.440, 0.388, 0.289], [1.055, -1.073, 0.687], [-0.071, -0.264, 0.986], [-1.152, -0.585, -0.052], [1.507, -1.050, 0.607], [-1.086, 0.446, -0.725], [1.513, 0.401, 1.616], [2.102, -0.711, 1.654]],
  "charge": 0,
  "de_lowest_kj_mol": 77.6,
  "homo_ev": -9.48,
  "multiplicity": 1,
  "e_lumo_ha": 0.023,
  "orbital_gap_ev": 10.102
}

{
  "formula": "C2H5N3O",
  "method": "ωB97M-V/def2-TZVPD",
  "species": ["C", "N", "N", "C", "N", "O", "H", "H", "H", "H", "H"],
  "positions_angstrom": [[0.31008, 0.02224, 0.32714], [1.34500, 0.97028, 0.07768], [0.48790, -1.21439, -0.37742], [-2.09155, 0.41552, 0.27064], [-0.94194, 0.66719, 0.05525], [-3.25307, 0.41915, 0.30872], [2.26073, 0.56996, 0.23232], [1.26030, 1.38124, -0.84474], [0.53674, -1.10229, -1.38423], [-0.17664, -1.92709, -0.10593], [0.26246, -0.20181, 1.44055]],
  "atomic_forces_ev_per_a": [[0.011, -0.625, 1.720], [0.106, 0.381, 0.102], [0.387, -0.353, 0.099], [-0.203, 1.075, -0.782], [0.103, 0.168, -0.253], [-0.729, -0.611, 0.478], [-0.095, -0.023, -0.194], [0.119, -0.086, 0.057], [-0.186, 0.020, 0.147], [-0.024, 0.049, -0.176], [0.512, 0.005, -1.198]],
  "charge": 0,
  "de_lowest_kj_mol": 82.9,
  "homo_ev": -9.65,
  "multiplicity": 1,
  "e_lumo_ha": 0.021,
  "orbital_gap_ev": 10.219
}

{
  "formula": "C2H5N3O",
  "method": "ωB97M-V/def2-TZVPD",
  "species": ["C", "C", "N", "N", "N", "O", "H", "H", "H", "H", "H"],
  "positions_angstrom": [[1.03995, 1.01489, -0.06759], [1.28216, -0.42174, 0.18435], [-0.18757, 1.35438, -0.06316], [-0.91266, 0.17839, 0.37232], [-2.09819, -0.16284, -0.19068], [0.00128, -0.88721, 0.06723], [1.90678, 1.63862, -0.23415], [2.07201, -1.01774, -0.37980], [1.45487, -0.42464, 1.23830], [-2.04839, -0.34712, -1.21031], [-2.51025, -0.92499, 0.28348]],
  "atomic_forces_ev_per_a": [[0.344, 0.422, -1.305], [0.357, 0.123, 0.528], [-0.367, -0.537, 0.223], [1.343, 0.204, 0.753], [-0.098, 1.854, -2.167], [-1.059, -2.767, -1.223], [-0.518, 0.745, -0.079], [-1.227, 0.990, 0.479], [1.261, -0.455, 1.272], [0.181, 0.046, 0.783], [-0.217, -0.624, 0.735]],
  "charge": 0,
  "de_lowest_kj_mol": 471.8,
  "homo_ev": -8.75,
  "multiplicity": 1,
  "e_lumo_ha": 0.037,
  "orbital_gap_ev": 9.757
}

{
  "formula": "C2H5N3O2",
  "method": "ωB97M-V/def2-TZVPD",
  "species": ["C", "C", "H", "H", "H", "H", "H", "N", "N", "N", "O", "O"],
  "positions_angstrom": [[0.11298, -0.53136, 0.12870], [-1.26377, -0.04976, -0.27854], [1.84499, -0.57397, 1.44799], [-0.49799, -0.60893, 2.15824], [1.17696, -0.02211, -1.54893], [-2.34308, -0.22353, 0.20978], [-0.17101, 2.27476, -2.16799], [0.02440, -1.04644, 1.39954], [1.14462, -0.29775, -0.53527], [-1.34957, 0.87456, -1.22926], [1.31454, -0.99064, 2.10377], [0.00694, 1.19518, -1.68803]],
  "atomic_forces_ev_per_a": [[-2.997, 1.347, -0.647], [-1.946, 2.031, -2.107], [1.362, 0.676, -1.179], [-0.850, 0.215, -1.221], [-0.595, -0.860, 2.283], [2.812, -0.109, -1.040], [0.594, -4.990, 2.035], [2.587, -0.369, 2.534], [2.550, -1.791, 0.243], [1.790, -1.575, 2.059], [-1.593, -1.172, 0.120], [-3.716, 6.596, -3.081]],
  "charge": 0,
  "de_lowest_kj_mol": 733.7,
  "homo_ev": -9.38,
  "multiplicity": 1,
  "e_lumo_ha": 0.015,
  "orbital_gap_ev": 9.784
}

{
  "formula": "C2H5N3O2",
  "method": "ωB97M-V/def2-TZVPD",
  "species": ["C", "C", "N", "N", "N", "O", "O", "H", "H", "H", "H", "H"],
  "positions_angstrom": [[0.67704, -0.61624, -0.40324], [1.37953, 0.53173, -0.29076], [0.11248, -1.70056, -0.45996], [-2.63956, -0.06583, -0.02266], [2.25819, 0.95232, 0.71115], [-2.14663, 0.09160, -1.11249], [-3.70414, 0.29112, 0.39493], [1.34863, 1.20200, -1.12123], [0.53613, -2.65092, -0.69082], [-2.01001, -0.46893, 0.63973], [2.19128, 1.96329, 0.79203], [1.99706, 0.47042, 1.56332]],
  "atomic_forces_ev_per_a": [[2.215, 0.855, 0.331], [-1.527, -1.809, -1.463], [-0.519, -1.226, 0.484], [0.646, 0.851, -0.772], [-0.249, -0.276, 0.679], [-0.651, 0.168, -0.553], [-1.023, 0.134, -0.017], [-0.213, 0.092, -0.643], [-0.117, 2.135, -0.015], [0.955, -1.093, 1.162], [0.042, -0.308, 0.458], [0.440, 0.477, 0.349]],
  "charge": 0,
  "de_lowest_kj_mol": 633.6,
  "homo_ev": -7.80,
  "multiplicity": 1,
  "e_lumo_ha": 0.017,
  "orbital_gap_ev": 8.275
}